(1)
19
Properties=species:S:1:pos:R:3:forces:R:3 method="wB97M-V/def2-TZVPD" homo_ha=-0.347 smiles="C=CC/C=C/C.O" total_charge=0 lumo_ev=0.654
C 1.744723 -1.334714 0.547749 1.29 -0.03 -1.49
C 2.696908 -1.783842 1.358222 -0.26 0.33 0.33
C 0.743431 -0.285082 0.821099 -1.22 0.60 1.90
C 0.712928 0.970938 -0.058473 0.09 -1.45 0.83
C -0.423899 1.341978 -0.635991 0.99 -0.57 -1.44
C -0.412087 2.274193 -1.823582 -0.52 1.12 0.28
H 1.809348 -1.650431 -0.504070 -0.30 -0.19 0.36
H 3.422385 -2.531572 1.052850 -0.15 0.12 -0.03
H 2.789597 -1.379336 2.365740 -0.05 -0.22 -0.05
H -0.258799 -0.727611 0.779969 0.00 -0.12 -0.42
H 0.776645 -0.086512 1.919988 0.40 0.44 -0.59
H 1.679124 1.434322 -0.236496 -0.17 0.19 -0.20
H -1.285389 0.701120 -0.449782 -0.13 0.44 -0.01
H -0.977957 1.952117 -2.695564 -0.17 -0.56 0.17
H -0.870547 3.242907 -1.578144 0.16 -0.05 0.02
H 0.592479 2.473376 -2.201394 0.05 -0.05 0.34
H -4.132760 -2.290954 0.633678 0.65 -0.76 0.15
H -3.989222 -0.820339 0.241034 0.41 0.22 -0.08
O -4.616905 -1.500551 0.463159 -1.05 0.55 -0.07

---

(2)
18
Properties=species:S:1:pos:R:3:forces:R:3 method="wB97M-V/def2-TZVPD" homo_ha=-0.142 total_charge=-1 lumo_ev=3.824
C -2.513342 0.483088 -0.280819 0.06 -0.51 1.11
C -2.100208 1.824817 -0.854579 -0.11 0.02 0.03
H -3.448421 0.503516 0.291441 -0.01 0.29 -0.15
H -2.635683 -0.301424 -1.014755 0.02 -0.12 -0.38
H -1.771699 0.118467 0.452365 -0.11 0.14 -0.49
H -2.954078 2.456814 -1.097516 -0.09 -0.07 -0.25
H -1.513949 2.369588 -0.132552 0.28 0.21 0.25
H -1.465315 1.698667 -1.726383 0.01 0.06 -0.11
C 1.336601 -0.847417 0.126179 -0.32 0.33 0.11
C 2.164271 -2.048627 0.544018 0.27 0.09 -0.17
C 1.902603 0.505054 0.639544 0.61 -0.28 0.02
O 2.493918 0.469300 1.747212 -0.31 0.08 -0.10
O 1.776082 1.464822 -0.149606 -0.27 0.31 0.06
H 1.288277 -0.772374 -0.953062 -0.04 0.03 -0.30
H 0.297769 -0.928156 0.475619 0.13 -0.07 -0.01
H 2.112318 -2.831663 -0.222989 0.02 -0.07 0.21
H 1.823974 -2.444789 1.495790 0.12 -0.14 0.15
H 3.206881 -1.719684 0.660093 -0.24 -0.28 0.03

---

(3)
98
Properties=species:S:1:pos:R:3:forces:R:3 method="wB97M-V/def2-TZVPD" homo_ha=-0.338 smiles="C[N+](=O)[O-].C[N+](=O)[O-].C[N+](=O)[O-].C[N+](=O)[O-].O=S1(=O)OCCO1.O=S1(=O)OCCO1.CN(C)C=O.CN(C)C=O.CN(C)C=O.CN(C)C=O" total_charge=0 lumo_ev=-1.126
C 1.953492 5.922088 25.939857 0.92 0.80 -0.02
N 2.247725 6.603694 27.246641 -1.68 -0.87 0.20
O 1.645690 7.599924 27.548333 0.10 0.80 -0.20
O 2.939664 5.956788 27.998818 0.83 -0.04 0.20
H 2.963235 5.848774 25.536188 -0.19 -0.68 -0.30
H 1.355491 6.521417 25.260903 -0.20 0.18 0.36
H 1.475506 4.994081 26.224542 0.14 -0.12 -0.15
C 3.169776 2.201302 24.280215 0.20 -0.75 0.09
N 2.057146 3.041845 23.771405 0.91 -0.57 -0.11
O 1.145376 3.304092 24.507512 -0.71 0.24 0.34
O 2.147385 3.380476 22.610979 -0.29 0.31 -0.38
H 3.435130 1.529302 23.469389 0.16 0.22 -0.11
H 2.833549 1.602165 25.120354 -0.18 0.31 0.12
H 4.026859 2.811235 24.553367 -0.16 0.26 -0.10
C -0.970491 1.014183 22.924671 -0.65 0.28 -0.67
N -0.034151 -0.082225 23.266093 0.00 0.30 0.49
O -0.414335 -1.214152 23.089999 -0.01 -0.09 -0.06
O 1.067202 0.224279 23.689997 0.06 -0.05 -0.09
H -1.917668 0.928146 23.453265 0.20 -0.41 0.27
H -1.191925 0.845318 21.870575 0.02 0.20 0.00
H -0.556075 2.000987 23.104144 0.41 -0.20 0.05
C -2.046676 4.496223 24.939481 0.06 1.22 -0.28
N -3.303065 4.285527 25.690645 -0.22 -0.07 -0.32
O -3.536927 3.167079 26.100019 0.09 -0.32 0.23
O -4.050584 5.232090 25.790965 -0.06 0.02 0.24
H -2.127114 5.513334 24.566705 0.15 -0.03 -0.09
H -2.023374 3.821947 24.090213 0.16 -0.30 0.26
H -1.197153 4.465627 25.617951 -0.08 -0.47 0.03
C 0.213100 4.846778 19.885269 -0.67 -1.08 -0.73
C -1.276811 4.494679 20.099758 0.17 0.65 -0.23
O -1.714650 5.232736 21.235278 0.81 1.07 0.55
S -0.775817 6.549725 21.488566 0.25 -0.76 1.05
O -0.248327 6.481133 22.832752 -0.68 0.05 -1.67
O -1.465267 7.711145 21.038780 0.54 -0.54 0.02
O 0.392764 6.134848 20.432921 -0.46 0.39 0.76
H 0.389852 4.912657 18.811532 0.09 0.15 0.03
H 0.861028 4.050272 20.256300 0.27 0.57 0.67
H -1.487207 3.462096 20.366168 0.14 -0.08 -0.52
H -1.802760 4.867964 19.217237 -0.40 -0.44 0.16
C 3.710340 -1.456627 22.752529 -1.32 -0.68 1.32
C 2.770523 -2.645938 23.052606 -0.11 0.32 -1.55
O 3.666851 -3.743925 23.285628 0.95 -0.41 0.01
S 5.189075 -3.421440 22.774968 -0.50 -0.15 1.01
O 5.717981 -4.436242 21.910346 -1.14 1.34 0.35
O 5.962492 -3.054422 23.926943 -0.50 0.04 -0.76
O 4.703010 -2.084742 21.992415 1.99 -0.89 -0.78
H 4.094110 -1.116621 23.718163 0.24 0.50 -0.29
H 3.267941 -0.683381 22.134874 -0.05 0.10 0.19
H 2.234406 -2.871015 22.125070 -0.08 -0.09 0.08
H 2.019757 -2.530891 23.826437 0.46 0.01 0.43
C -0.755337 3.857724 28.824984 0.18 0.28 -0.09
O -0.499189 4.680236 27.963965 0.02 0.04 -0.27
N -0.566732 2.532915 28.703093 0.14 0.06 0.37
C 0.060101 1.964746 27.533974 -0.83 -0.60 -0.40
C -0.842577 1.602667 29.781035 0.76 -0.48 -0.40
H -1.151813 4.167814 29.801041 -0.14 -0.14 0.08
H 0.987323 1.442763 27.777913 0.12 0.21 0.06
H 0.194875 2.687673 26.737150 0.22 0.26 0.29
H -0.638126 1.218673 27.131697 0.17 -0.10 -0.02
H -1.295190 2.073355 30.646847 -0.22 0.10 -0.14
H -1.424022 0.764903 29.391070 -0.44 0.20 0.18
H 0.098045 1.137118 30.096487 0.05 0.16 0.18
C 4.933336 0.859778 20.465309 0.17 0.56 0.92
O 5.128364 1.608969 21.412510 -0.24 -0.10 0.07
N 4.030825 1.087685 19.496261 -0.53 -1.29 -0.98
C 4.016543 0.281080 18.278190 -0.27 0.27 -0.38
C 3.164605 2.245193 19.452728 0.05 0.18 0.13
H 5.495828 -0.083811 20.415585 -0.16 -0.05 -0.54
H 4.533421 0.823667 17.483259 0.10 -0.11 -0.08
H 2.987630 0.146469 17.940840 -0.06 0.05 0.12
H 4.432604 -0.721180 18.352719 0.29 0.15 0.48
H 3.066662 2.625440 20.465318 0.26 0.42 -0.10
H 3.550288 2.959809 18.721752 0.15 0.34 0.37
H 2.150464 2.042495 19.094972 0.12 -0.71 0.05
C 6.056532 6.520087 21.784760 0.18 1.18 -0.31
O 6.568536 7.619459 21.887885 -0.02 -0.26 -0.02
N 5.536488 6.032454 20.627070 0.11 -0.48 1.04
C 4.880816 4.733384 20.646461 -0.52 0.95 -0.91
C 5.525177 6.768260 19.387716 -1.73 -0.03 -0.34
H 5.956537 5.873539 22.670628 -0.09 -0.31 -0.26
H 3.844232 4.806575 20.290074 0.01 0.40 -0.04
H 4.767333 4.373062 21.661679 0.64 -0.46 -0.05
H 5.367501 4.095127 19.907496 0.21 -0.53 0.59
H 5.972874 6.197811 18.574915 0.47 0.16 0.05
H 4.463637 6.868116 19.110431 0.00 -0.18 -0.16
H 5.817303 7.811793 19.427063 0.83 -0.26 0.47
C 8.271775 1.874504 23.634577 -1.18 -0.27 0.56
O 8.977180 2.853626 23.636001 0.46 -0.11 -0.12
N 7.541139 1.421435 24.698146 0.69 -0.28 0.28
C 6.445871 0.479031 24.459467 1.32 0.15 0.17
C 7.718559 1.963803 26.030973 -0.17 0.05 0.07
H 8.035553 1.225125 22.772015 0.37 0.30 -0.34
H 6.225946 -0.050767 25.384694 -0.26 0.19 0.05
H 6.845495 -0.284089 23.790185 -0.53 0.02 -0.33
H 5.607137 1.032296 24.044134 -0.29 -0.44 -0.06
H 6.855122 2.598427 26.242487 0.22 0.22 0.45
H 7.805841 1.187100 26.795844 -0.44 -0.28 -0.24
H 8.658191 2.498908 26.145604 -0.18 0.39 -0.54

---

(4)
21
Properties=species:S:1:pos:R:3:forces:R:3 method="wB97M-V/def2-TZVPD" homo_ha=-0.311 smiles=CCSC.O.O.O total_charge=0 lumo_ev=0.589
C 0.918044 -0.130750 0.627722 -0.52 0.35 1.34
C -0.097447 -0.107256 -0.490491 0.13 -0.02 -0.21
S -1.799043 -0.478807 -0.014457 -0.09 -0.29 0.10
C -2.587847 1.117934 0.162498 -0.11 -0.02 -0.04
H 1.921429 0.099285 0.278890 0.11 -0.35 0.02
H 0.827689 -1.037574 1.226501 0.48 -0.58 -0.60
H 0.704622 0.566297 1.448300 -0.12 0.60 -0.56
H 0.116378 -0.914175 -1.178757 0.23 -0.26 -0.23
H 0.005410 0.798229 -1.091851 -0.38 0.13 0.13
H -2.114969 1.741001 0.911189 0.06 0.13 0.10
H -2.631598 1.609333 -0.795299 0.16 0.37 -0.30
H -3.622432 0.930433 0.440188 0.01 -0.10 0.22
H -4.890042 -5.079364 -0.858061 0.09 -0.07 -0.17
H -5.361198 -4.604813 -2.257726 0.15 -0.14 0.03
O -5.474375 -4.469606 -1.314130 -0.25 0.22 0.15
H 3.491559 0.653289 2.362938 -0.28 -0.73 0.55
H 4.337287 1.403764 1.410856 0.19 0.00 0.09
O 3.511661 1.478769 1.898677 0.29 0.61 -0.47
H 3.846449 2.000443 -1.571174 0.10 -0.03 -0.13
H 4.263312 2.283515 -0.159877 -0.06 0.25 -0.11
O 4.635105 2.140049 -1.035934 -0.17 -0.07 0.11

---

(5)
115
Properties=species:S:1:pos:R:3:forces:R:3 method="wB97M-V/def2-TZVPD" homo_ha="-0.569 / -0.568" spin_multiplicity=2 total_charge=+3 lumo_ev="-12.964 / -12.763" s2=1.774
In -2.755840 -13.570010 25.896820 -0.15 -0.35 -0.99
N -0.812910 -13.851140 23.890790 4.74 2.03 -1.56
S -1.021100 -14.163210 22.375370 -7.53 -3.34 -2.80
O -0.587390 -15.448910 21.889260 0.63 0.76 0.51
O -1.129670 -13.110710 21.409070 1.25 0.41 0.68
F -2.606030 -14.442790 22.746530 1.20 0.05 -0.92
S 0.766900 -13.249150 23.610030 1.24 1.07 5.05
O 0.876610 -11.779820 23.787950 0.14 -2.83 -1.07
O 1.753880 -13.933700 22.786050 -1.25 1.16 -0.23
F 1.210540 -13.839430 25.020170 0.55 0.68 0.22
C -5.024180 -19.341780 23.226110 2.38 1.16 -1.09
C -6.272890 -18.873120 23.919210 -1.14 0.19 -0.22
C -6.270400 -17.322860 24.265710 1.16 -0.80 -0.16
S -4.660740 -16.704110 23.661850 0.87 -0.45 -0.72
O -4.158850 -15.725380 24.636050 -0.09 -0.76 -0.27
O -4.631400 -16.318190 22.253690 -0.77 -0.02 0.94
C -3.900490 -18.372120 23.670850 -0.91 0.34 1.42
H -4.965680 -19.325380 22.137810 -0.78 -0.05 -0.10
H -4.686900 -20.329040 23.541810 -0.40 -0.08 0.01
H -6.250880 -19.506820 24.805790 -0.59 0.70 0.51
H -7.156620 -19.169150 23.353980 -0.03 0.17 0.08
H -6.268840 -17.234740 25.352140 0.12 0.37 -0.12
H -6.954690 -16.583960 23.848720 -0.54 -0.69 -0.21
H -3.859770 -18.498020 24.752790 0.88 -0.26 0.24
H -2.945880 -18.480270 23.155950 -0.16 0.41 0.13
C -6.158340 -13.491660 20.485640 -1.01 1.60 -1.82
C -4.660320 -13.152440 20.408030 -1.18 -1.67 0.59
C -4.584500 -11.865180 21.228270 1.06 -0.50 1.20
S -5.545640 -12.185530 22.793840 -1.12 -1.30 -2.21
O -6.458960 -11.139810 23.138280 0.42 0.72 0.07
O -4.747150 -12.776590 23.846790 0.92 0.00 0.49
C -6.527640 -13.478080 21.954930 0.29 -1.11 1.38
H -6.417570 -14.407590 19.954620 0.04 -0.15 0.38
H -6.620520 -12.687570 19.912990 -0.85 0.02 0.22
H -4.162140 -13.183720 19.439040 -0.57 0.87 -0.25
H -4.424650 -14.157630 20.757530 1.91 0.54 1.45
H -5.127000 -11.053620 20.743330 0.10 -0.01 -0.08
H -3.570770 -11.573310 21.502610 -0.06 0.22 0.01
H -7.532760 -13.436250 22.374550 -0.38 0.87 -0.93
H -6.258170 -14.438930 22.393390 0.83 -0.04 -0.06
C 1.160680 -18.505840 23.884580 1.12 -0.35 0.73
C 0.769710 -19.454010 25.046330 -0.16 -1.43 0.01
C -0.532120 -18.927580 25.582980 -1.20 1.34 -1.14
S -0.121710 -17.182150 25.890740 -0.83 -0.38 1.13
O 0.558100 -17.232710 27.174780 -0.24 0.84 -0.76
O -1.278260 -16.239650 25.716030 2.08 -1.37 -0.08
C 1.152640 -17.110630 24.527260 -1.63 0.82 -0.31
H 0.584420 -18.494560 22.959430 -1.00 -0.24 0.52
H 2.115160 -18.812240 23.456590 0.50 0.30 0.57
H 1.542170 -19.557450 25.808390 0.19 0.74 0.03
H 0.617360 -20.509610 24.821380 -0.07 0.04 -0.78
H -1.156250 -19.357580 26.366340 0.88 -0.01 0.51
H -1.199900 -18.925420 24.721480 -0.25 0.15 -0.17
H 2.058500 -16.676300 24.950200 -0.02 -0.38 0.00
H 0.653410 -16.414500 23.853260 0.46 0.26 -0.15
C 0.278150 -17.120930 18.900220 -0.49 -0.80 -0.80
C 0.248360 -18.639470 19.119010 -0.34 0.25 -1.09
C 0.593220 -19.294330 17.756430 0.84 -1.19 1.55
S -0.418180 -18.403190 16.472820 -1.44 -0.74 -1.17
O -1.826500 -18.741130 16.480740 1.56 0.33 0.67
O 0.325210 -18.445530 15.218170 0.00 0.20 1.12
C -0.102340 -16.855620 17.405220 -0.02 1.88 0.88
H 1.275830 -16.738400 19.115620 -0.10 0.14 -0.24
H -0.442260 -16.692440 19.596990 0.09 0.44 -0.29
H -0.741820 -18.972160 19.430400 0.14 -0.01 0.18
H 0.999620 -18.843230 19.882030 -0.04 -0.75 -0.18
H 0.323970 -20.342650 17.627510 -0.12 -0.03 -0.02
H 1.647010 -19.164770 17.509760 -0.14 0.23 -0.49
H -1.035680 -16.299330 17.318460 -0.02 -0.04 -0.27
H 0.674520 -16.396000 16.794210 0.01 0.05 0.09
C 4.451340 -11.794690 26.852260 -3.32 0.21 -1.38
C 5.249160 -11.060040 27.840360 1.60 -0.91 0.61
C 4.414360 -10.490400 28.948980 -0.35 -0.57 0.78
S 2.745330 -11.279160 28.833440 1.11 -0.27 2.51
O 1.941620 -10.278850 28.167580 -1.19 -0.07 -0.40
O 2.311210 -11.874840 30.124710 0.73 1.07 -3.00
C 3.191420 -12.501340 27.585330 2.13 0.72 0.18
H 5.115360 -12.465200 26.306730 -0.53 -0.21 -0.17
H 4.117010 -10.961150 26.234580 -0.76 -0.62 -0.94
H 5.807850 -10.289820 27.308640 0.26 -0.10 0.33
H 5.901340 -11.895610 28.094500 0.77 0.82 1.37
H 4.305130 -9.411710 28.836770 -0.35 -0.15 0.25
H 4.811240 -10.756280 29.928720 -0.09 0.26 0.02
H 2.286440 -12.771600 27.041220 0.36 -0.02 -0.20
H 3.634870 -13.319680 28.152590 -0.45 -0.37 -0.04
C -0.378680 -9.318450 21.563910 0.88 1.68 1.88
C 0.888480 -8.582880 21.157920 0.50 -0.21 -1.47
O 0.877470 -7.255840 21.544940 -0.05 0.78 0.76
O -1.510380 -8.970760 20.851290 -0.61 -0.73 -1.70
H -0.720150 -8.778470 22.447040 0.96 -0.56 1.12
H -0.084190 -10.337190 21.815970 -0.84 -0.69 -0.61
H 1.025820 -8.536320 20.077610 -0.45 -0.68 -0.64
H 1.831150 -9.053420 21.437300 -0.18 -0.10 0.85
H 0.129830 -6.886150 21.069590 -0.09 0.60 0.09
H -1.370810 -9.128970 19.914760 -0.17 -0.12 -0.36
C 5.149620 -12.674030 22.704900 -0.73 1.18 2.90
C 4.836290 -13.247030 21.268920 -0.49 1.27 -3.51
O 5.024540 -12.105840 20.391640 -0.64 -2.44 1.78
O 4.544380 -13.412440 23.727970 2.47 -0.47 -1.56
H 4.793460 -11.650940 22.825440 -0.41 0.08 -0.87
H 6.238410 -12.625020 22.689290 0.05 -0.73 0.83
H 3.795150 -13.548600 21.154070 -0.23 0.29 0.66
H 5.488420 -14.091330 21.045370 0.21 0.24 0.08
H 5.784720 -12.283750 19.833020 0.67 0.20 -0.32
H 3.587600 -13.335530 23.711950 -0.95 0.37 -0.05
C -1.372820 -9.782290 25.120130 -1.69 -0.40 -0.37
C -0.392290 -10.194420 26.212250 1.50 0.14 1.69
O -0.421600 -11.548000 26.684800 -0.72 0.64 -1.57
O -1.484990 -10.836390 24.154650 -1.21 1.44 1.49
H -0.973500 -8.869600 24.677800 0.43 -0.05 -0.28
H -2.372120 -9.493990 25.446280 -0.07 -0.62 0.20
H -0.458680 -9.541170 27.082280 -0.67 0.24 -0.07
H 0.596600 -9.908930 25.853500 0.29 -0.69 -0.46
H 0.120900 -11.538040 27.476750 0.16 0.10 0.64
H -0.567330 -10.954360 23.898560 1.20 -0.79 -0.86

---

(6)
13
Properties=species:S:1:pos:R:3:forces:R:3 method="wB97M-V/def2-TZVPD" homo_ha=-0.511 total_charge=+1 lumo_ev=-4.682
C -0.667204 -0.675334 1.144737 0.41 0.54 1.08
C 1.513274 -0.108167 -1.509120 1.30 -0.02 -1.98
N 0.454727 -0.604048 -1.097489 -1.31 1.38 2.50
N 0.104197 -0.114550 2.054137 -1.81 -1.45 -2.33
Cl -1.217987 2.003977 -1.052574 1.71 0.34 -0.26
H -1.681170 -0.337141 0.919234 0.61 0.91 0.20
H -0.576955 -1.654948 0.791680 1.07 -1.31 -0.14
H 2.001242 -0.382535 -2.476588 -0.64 0.40 0.39
H 2.004909 0.698255 -0.979087 0.47 -0.37 0.76
H -0.259232 -0.952026 -1.681149 -0.02 -1.59 -1.34
H -2.416251 1.860585 -0.827496 -1.97 -0.07 0.27
H 1.004982 -0.477450 2.340121 -0.15 0.03 0.02
H -0.264532 0.743382 2.373592 0.32 1.21 0.83

---

Energy, record by record: -310.98639 -347.63922 -3529.61702 -746.57321 -5760.66256 -650.37523 hartree